ORCA calculation (wB97M-V/def2-TZVPD) on 8 unconnected molecules or ions with the total composition C54H121N9O8.

Multiplicity ... 1
Net charge ... 0
SMILES string ... CC1(C)CCCC(C)(C)N1O.CC1(C)CCCC(C)(C)N1O.CC1(C)CCCC(C)(C)N1O.CC1(C)CCCC(C)(C)N1O.CC1(C)CCCC(C)(C)N1O.COC[C@H](C)N.COC[C@H](C)N.NC(N)=O

Each atom is followed by the atoms it is bonded to, with distances in Å.
Cartesian coordinates (Å):
1 C -1.380 0.534 4.414  C2 1.565, H12 1.090, H13 1.090, H14 1.090
2 C -0.456 -0.593 4.984  C1 1.565, C3 1.603, C4 1.592, N10 1.470
3 C -0.742 -0.592 6.561  C2 1.603, H15 1.090, H16 1.090, H17 1.090
4 C -0.910 -1.992 4.374  C2 1.592, C5 1.542, H18 1.090, H19 1.090
5 C 0.155 -3.090 4.570  C4 1.542, C6 1.520, H20 1.090, H21 1.090
6 C 1.499 -2.634 4.025  C5 1.520, C7 1.575, H22 1.090, H23 1.090
7 C 2.069 -1.305 4.650  C6 1.575, C8 1.487, C9 1.567, N10 1.506
8 C 2.547 -1.461 6.050  C7 1.487, H24 1.090, H25 1.090, H26 1.090
9 C 3.185 -0.831 3.658  C7 1.567, H27 1.090, H28 1.090, H29 1.090
10 N 0.950 -0.298 4.672  C2 1.470, C7 1.506, O11 1.391
11 O 1.366 0.970 5.063  N10 1.391, H30 0.960
12 H -1.192 1.524 4.830  C1 1.090
13 H -1.315 0.561 3.327  C1 1.090
14 H -2.424 0.589 4.721  C1 1.090
15 H -1.824 -0.582 6.693  C3 1.090
16 H -0.457 -1.450 7.169  C3 1.090
17 H -0.386 0.279 7.111  C3 1.090
18 H -1.729 -2.344 5.000  C4 1.090
19 H -1.105 -1.949 3.303  C4 1.090
20 H 0.288 -3.126 5.651  C5 1.090
21 H -0.164 -4.071 4.218  C5 1.090
22 H 1.555 -2.744 2.942  C6 1.090
23 H 2.183 -3.397 4.397  C6 1.090
24 H 1.818 -2.020 6.637  C8 1.090
25 H 2.763 -0.504 6.525  C8 1.090
26 H 3.519 -1.952 6.001  C8 1.090
27 H 4.102 -1.414 3.741  C9 1.090
28 H 3.689 0.102 3.911  C9 1.090
29 H 3.030 -0.860 2.579  C9 1.090
30 H 1.371 0.810 6.009  O11 0.960
31 C -4.715 -4.643 -0.524  C32 1.562, H42 1.090, H43 1.090, H44 1.090
32 C -3.581 -4.029 0.357  C31 1.562, C33 1.576, C34 1.608, N40 1.466
33 C -3.619 -2.479 0.073  C32 1.576, H45 1.090, H46 1.090, H47 1.090
34 C -4.023 -4.175 1.897  C32 1.608, C35 1.569, H48 1.090, H49 1.090
35 C -3.632 -5.588 2.455  C34 1.569, C36 1.507, H50 1.090, H51 1.090
36 C -2.145 -5.768 2.281  C35 1.507, C37 1.559, H52 1.090, H53 1.090
37 C -1.679 -5.808 0.794  C36 1.559, C38 1.509, C39 1.528, N40 1.496
38 C -0.185 -5.661 0.959  C37 1.509, H54 1.090, H55 1.090, H56 1.090
39 C -2.031 -7.114 0.084  C37 1.528, H57 1.090, H58 1.090, H59 1.090
40 N -2.239 -4.581 0.148  C32 1.466, C37 1.496, O41 1.410
41 O -1.816 -4.481 -1.193  N40 1.410, H60 0.960
42 H -4.474 -4.464 -1.572  C31 1.090
43 H -4.884 -5.720 -0.530  C31 1.090
44 H -5.681 -4.143 -0.455  C31 1.090
45 H -2.860 -2.072 0.741  C33 1.090
46 H -3.280 -2.233 -0.933  C33 1.090
47 H -4.623 -2.134 0.319  C33 1.090
48 H -3.731 -3.401 2.607  C34 1.090
49 H -5.112 -4.200 1.942  C34 1.090
50 H -3.913 -5.661 3.505  C35 1.090
51 H -4.151 -6.418 1.976  C35 1.090
52 H -1.747 -6.629 2.817  C36 1.090
53 H -1.689 -4.911 2.776  C36 1.090
54 H 0.342 -6.495 1.422  C38 1.090
55 H 0.110 -4.761 1.497  C38 1.090
56 H 0.257 -5.435 -0.011  C38 1.090
57 H -3.050 -7.359 0.382  C39 1.090
58 H -1.442 -7.984 0.376  C39 1.090
59 H -1.994 -7.037 -1.002  C39 1.090
60 H -1.266 -3.694 -1.201  O41 0.960
61 C 2.797 -2.786 -4.740  C62 1.538, H72 1.090, H73 1.090, H74 1.090
62 C 3.622 -4.053 -4.459  C61 1.538, C63 1.500, C64 1.507, N70 1.466
63 C 4.727 -4.176 -5.465  C62 1.500, H75 1.090, H76 1.090, H77 1.090
64 C 4.277 -3.863 -3.114  C62 1.507, C65 1.543, H78 1.090, H79 1.090
65 C 3.312 -3.858 -1.910  C64 1.543, C66 1.468, H80 1.090, H81 1.090
66 C 2.703 -5.193 -1.910  C65 1.468, C67 1.545, H82 1.090, H83 1.090
67 C 2.064 -5.760 -3.198  C66 1.545, C68 1.456, C69 1.541, N70 1.491
68 C 2.188 -7.209 -3.264  C67 1.456, H84 1.090, H85 1.090, H86 1.090
69 C 0.592 -5.311 -3.273  C67 1.541, H87 1.090, H88 1.090, H89 1.090
70 N 2.850 -5.297 -4.377  C62 1.466, C67 1.491, O71 1.373
71 O 2.240 -5.553 -5.580  N70 1.373, H90 0.960
72 H 1.938 -2.659 -4.081  C61 1.090
73 H 3.420 -1.903 -4.882  C61 1.090
74 H 2.355 -2.930 -5.726  C61 1.090
75 H 5.353 -3.284 -5.496  C63 1.090
76 H 5.351 -5.067 -5.404  C63 1.090
77 H 4.270 -4.290 -6.448  C63 1.090
78 H 5.037 -4.635 -2.991  C64 1.090
79 H 4.857 -2.941 -3.094  C64 1.090
80 H 3.896 -3.714 -1.001  C65 1.090
81 H 2.511 -3.121 -1.970  C65 1.090
82 H 1.782 -5.102 -1.334  C66 1.090
83 H 3.377 -5.888 -1.409  C66 1.090
84 H 3.156 -7.660 -3.480  C68 1.090
85 H 1.545 -7.589 -4.058  C68 1.090
86 H 1.878 -7.729 -2.357  C68 1.090
87 H 0.607 -4.221 -3.245  C69 1.090
88 H 0.075 -5.567 -2.348  C69 1.090
89 H 0.048 -5.677 -4.143  C69 1.090
90 H 2.655 -6.376 -5.847  O71 0.960
91 C -6.377 4.240 -2.203  C92 1.582, H102 1.090, H103 1.090, H104 1.090
92 C -6.297 4.969 -0.802  C91 1.582, C93 1.562, C94 1.539, N100 1.496
93 C -7.755 5.322 -0.366  C92 1.562, H105 1.090, H106 1.090, H107 1.090
94 C -5.588 4.096 0.250  C92 1.539, C95 1.559, H108 1.090, H109 1.090
95 C -5.255 4.798 1.601  C94 1.559, C96 1.557, H110 1.090, H111 1.090
96 C -4.402 6.070 1.322  C95 1.557, C97 1.507, H112 1.090, H113 1.090
97 C -4.978 7.009 0.293  C96 1.507, C98 1.584, C99 1.548, N100 1.479
98 C -6.090 7.846 1.048  C97 1.584, H114 1.090, H115 1.090, H116 1.090
99 C -3.839 7.955 -0.159  C97 1.548, H117 1.090, H118 1.090, H119 1.090
100 N -5.516 6.244 -0.853  C92 1.496, C97 1.479, O101 1.430
101 O -5.957 7.098 -1.911  N100 1.430, H120 0.960
102 H -6.761 3.223 -2.116  C91 1.090
103 H -6.959 4.867 -2.878  C91 1.090
104 H -5.362 4.140 -2.587  C91 1.090
105 H -8.351 4.421 -0.511  C93 1.090
106 H -7.798 5.516 0.706  C93 1.090
107 H -8.292 6.212 -0.694  C93 1.090
108 H -6.185 3.249 0.589  C94 1.090
109 H -4.644 3.769 -0.187  C94 1.090
110 H -6.133 4.930 2.233  C95 1.090
111 H -4.703 4.045 2.163  C95 1.090
112 H -3.549 5.597 0.835  C96 1.090
113 H -3.951 6.681 2.104  C96 1.090
114 H -5.684 8.614 1.706  C98 1.090
115 H -6.811 7.150 1.476  C98 1.090
116 H -6.624 8.478 0.338  C98 1.090
117 H -4.199 8.785 -0.767  C99 1.090
118 H -3.001 7.395 -0.575  C99 1.090
119 H -3.433 8.475 0.708  C99 1.090
120 H -5.328 6.850 -2.594  O101 0.960
121 C -0.055 -1.221 -1.700  C122 1.556, H132 1.090, H133 1.090, H134 1.090
122 C 0.494 -0.076 -0.802  C121 1.556, C123 1.516, C124 1.562, N130 1.483
123 C 1.612 -0.617 0.069  C122 1.516, H135 1.090, H136 1.090, H137 1.090
124 C 1.162 0.958 -1.763  C122 1.562, C125 1.494, H138 1.090, H139 1.090
125 C 0.195 1.918 -2.377  C124 1.494, C126 1.550, H140 1.090, H141 1.090
126 C -0.725 2.545 -1.299  C125 1.550, C127 1.511, H142 1.090, H143 1.090
127 C -1.567 1.539 -0.549  C126 1.511, C128 1.573, C129 1.579, N130 1.477
128 C -2.099 2.350 0.689  C127 1.573, H144 1.090, H145 1.090, H146 1.090
129 C -2.780 1.006 -1.408  C127 1.579, H147 1.090, H148 1.090, H149 1.090
130 N -0.606 0.547 -0.027  C122 1.483, C127 1.477, O131 1.463
131 O -1.215 -0.420 0.887  N130 1.463, H150 0.960
132 H -0.740 -1.860 -1.143  C121 1.090
133 H -0.703 -0.751 -2.439  C121 1.090
134 H 0.726 -1.751 -2.246  C121 1.090
135 H 2.457 -1.164 -0.348  C123 1.090
136 H 2.034 0.242 0.591  C123 1.090
137 H 1.275 -1.258 0.884  C123 1.090
138 H 1.828 1.617 -1.206  C124 1.090
139 H 1.821 0.462 -2.475  C124 1.090
140 H 0.759 2.754 -2.791  C125 1.090
141 H -0.419 1.480 -3.164  C125 1.090
142 H -1.395 3.323 -1.663  C126 1.090
143 H -0.076 3.103 -0.624  C126 1.090
144 H -1.500 2.301 1.599  C128 1.090
145 H -3.014 1.896 1.068  C128 1.090
146 H -2.338 3.385 0.447  C128 1.090
147 H -3.263 0.158 -0.922  C129 1.090
148 H -2.358 0.729 -2.375  C129 1.090
149 H -3.570 1.750 -1.506  C129 1.090
150 H -0.950 -0.088 1.748  O131 0.960
151 C 1.784 4.396 -4.921  O152 1.366, H157 1.090, H158 1.090, H159 1.090
152 O 1.233 5.054 -3.859  C151 1.366, C153 1.430
153 C 1.963 5.142 -2.633  O152 1.430, C154 1.605, H160 1.090, H161 1.090
154 C 1.062 6.049 -1.663  C153 1.605, C155 1.521, N156 1.453, H162 1.090
155 C 1.190 7.495 -2.117  C154 1.521, H163 1.090, H164 1.090, H165 1.090
156 N 1.681 5.994 -0.349  C154 1.453, H166 1.010, H167 1.010
157 H 2.349 5.046 -5.590  C151 1.090
158 H 1.000 3.856 -5.452  C151 1.090
159 H 2.360 3.510 -4.655  C151 1.090
160 H 2.226 4.287 -2.010  C153 1.090
161 H 2.832 5.766 -2.843  C153 1.090
162 H 0.016 5.749 -1.595  C154 1.090
163 H 2.226 7.821 -2.205  C155 1.090
164 H 0.643 8.154 -1.442  C155 1.090
165 H 0.825 7.666 -3.129  C155 1.090
166 H 1.746 5.065 0.042  N156 1.010
167 H 1.074 6.501 0.280  N156 1.010
168 C 4.829 0.886 -1.749  O169 1.463, H174 1.090, H175 1.090, H176 1.090
169 O 6.252 0.565 -1.638  C168 1.463, C170 1.441
170 C 6.736 0.519 -0.282  O169 1.441, C171 1.542, H177 1.090, H178 1.090
171 C 8.264 0.310 -0.254  C170 1.542, C172 1.559, N173 1.400, H179 1.090
172 C 8.798 -1.042 -0.817  C171 1.559, H180 1.090, H181 1.090, H182 1.090
173 N 8.712 0.325 1.072  C171 1.400, H183 1.010, H184 1.010
174 H 4.505 1.202 -2.741  C168 1.090
175 H 4.582 1.766 -1.155  C168 1.090
176 H 4.196 0.047 -1.460  C168 1.090
177 H 6.398 1.465 0.140  C170 1.090
178 H 6.259 -0.351 0.169  C170 1.090
179 H 8.623 1.084 -0.933  C171 1.090
180 H 8.346 -1.939 -0.394  C172 1.090
181 H 9.873 -1.193 -0.720  C172 1.090
182 H 8.385 -1.114 -1.823  C172 1.090
183 H 8.299 1.204 1.348  N173 1.010
184 H 9.701 0.501 1.181  N173 1.010
185 N 1.093 1.817 2.246  C186 1.283, H189 1.010, H190 1.010
186 C 1.488 3.038 2.220  N185 1.283, N187 1.348, O188 1.156
187 N 1.731 3.393 3.497  C186 1.348, H191 1.010, H192 1.010
188 O 1.535 3.662 1.248  C186 1.156
189 H 1.010 1.378 3.151  N185 1.010
190 H 0.636 1.424 1.436  N185 1.010
191 H 1.692 2.612 4.137  N187 1.010
192 H 2.040 4.315 3.772  N187 1.010



ORCA calculation (wB97M-V/def2-TZVPD) on 2 unconnected molecules or ions with the total composition C5H13N2O4S.

Multiplicity ... 1
Net charge ... +1

Each atom is followed by the atoms it is bonded to, with distances in Å.
Cartesian coordinates (Å):
1 C 0.193 -0.735 1.021  N6 1.556, N7 1.421, O8 1.355, H13 1.130
2 C -1.458 -2.356 1.801  N6 1.261, O9 1.315, H14 1.051
3 C 1.740 1.820 -2.854  O10 1.259, O11 1.320, S12 1.615
4 C -1.729 -1.354 -0.414  N6 1.460, H15 1.138, H16 1.030, H17 1.115
5 C -0.210 1.631 1.616  N7 1.461, H18 1.075, H19 1.048, H20 1.094
6 N -1.151 -1.511 0.917  C1 1.556, C2 1.261, C4 1.460
7 N -0.123 0.585 0.600  C1 1.421, C5 1.461, H21 0.986
8 O 1.101 -1.375 0.246  C1 1.355, H22 0.966
9 O -0.660 -2.377 2.846  C2 1.315, H23 0.936
10 O 2.804 2.204 -2.301  C3 1.259, H24 0.987
11 O 1.499 2.447 -3.990  C3 1.320, H25 0.910
12 S 0.815 0.580 -2.393  C3 1.615
13 H 0.454 -0.613 2.113  C1 1.130
14 H -2.246 -3.033 1.642  C2 1.051
15 H -0.975 -1.435 -1.262  C4 1.138
16 H -2.527 -2.005 -0.463  C4 1.030
17 H -2.142 -0.332 -0.578  C4 1.115
18 H 0.673 1.898 2.167  C5 1.075
19 H -0.452 2.472 1.040  C5 1.048
20 H -0.951 1.380 2.381  C5 1.094
21 H 0.385 0.970 -0.152  N7 0.986
22 H 1.638 -0.721 -0.221  O8 0.966
23 H -0.735 -3.121 3.408  O9 0.936
24 H 3.341 2.838 -2.833  O10 0.987
25 H 0.716 2.143 -4.339  O11 0.910



How do the records compare in HOMO-LUMO gap? In the order shown, they have 8.25, 9.17 eV.
How do the records compare in ΔE to the lowest compared entry with this formula, charge and spin? In the order shown, they have 83.79, 0.00 kcal/mol.
How do the records compare in energy? In the order shown, they have -87740.989, -27393.523 eV.